Computed, not measured: a molecular structure, C18H27AlCl2N2O4, with the ωB97M-V functional and the def2-TZVPD basis.

The frontier orbital gap comes out at 8.25 eV.

Element x y z (Å)
1 O 0.531 -0.019 -0.679
2 C -0.630 0.333 -1.282
3 C -0.475 1.688 -1.963
4 C 0.230 2.717 -1.342
5 H 0.548 2.574 -0.309
6 C 0.519 3.901 -2.024
7 H 1.119 4.669 -1.525
8 C 0.025 4.078 -3.324
9 H 0.234 5.006 -3.863
10 C -0.740 3.069 -3.928
11 H -1.148 3.211 -4.932
12 C -0.979 1.869 -3.251
13 H -1.559 1.065 -3.705
14 H -0.950 -0.413 -2.047
15 C -2.689 -1.055 -0.280
16 C -1.857 0.203 -0.102
17 H -3.605 -0.796 -0.834
18 H -2.993 -1.489 0.684
19 H -2.143 -1.825 -0.833
20 C -2.512 1.379 0.189
21 C -3.890 1.499 0.696
22 H -1.983 2.320 0.045
23 H -4.531 1.946 -0.078
24 H -3.924 2.171 1.560
25 H -4.332 0.540 0.995
26 Al -0.393 -0.133 1.343
27 Cl 0.034 1.977 1.889
28 Cl -1.951 -0.365 2.924
29 H 4.704 1.229 -0.726
30 H 4.696 1.747 1.755
31 C 3.611 1.323 -0.649
32 C 3.605 1.636 1.814
33 N 3.155 0.863 0.659
34 H 3.128 0.717 -1.420
35 C 2.362 -0.200 0.743
36 O 1.520 -0.403 1.688
37 H 3.330 1.125 2.739
38 H 2.510 -0.943 -0.049
39 H 3.344 2.381 -0.789
40 H 3.157 2.637 1.787
41 H -0.444 -5.291 2.448
42 H 1.261 -5.869 0.532
43 C -0.954 -4.701 1.679
44 C 0.739 -5.137 -0.095
45 N 0.035 -4.175 0.737
46 H -1.510 -3.881 2.138
47 C 0.233 -2.875 0.571
48 O -0.493 -2.019 1.170
49 H 1.458 -4.595 -0.717
50 H 1.042 -2.567 -0.110
51 H -1.629 -5.375 1.141
52 H 0.025 -5.671 -0.737
53 O 0.738 -0.064 5.381
54 C 0.424 -0.011 4.288

Atoms 1-3, force components in eV/Å:
-0.11 -0.77 1.45
-0.87 0.10 1.12
-0.61 -0.24 -0.22

=====

Computed, not measured: a molecular structure, C49H41BrClN5O3SSrTe, with the ωB97M-V functional and the def2-TZVPD basis.

As for the spin multiplicity: 2. As for the charge: -1. As for the expectation value of S²: 0.761. The frontier orbital gap (alpha / beta) comes out at 6.96 / 7.04 eV. For the relative energy (zero: lowest compared OMol25 entry of this formula, charge and spin), the calculation gives 70.77 kcal/mol.

Element x y z (Å)
1 Sr 0.963 -0.375 0.210
2 Cl 3.352 4.465 3.712
3 C 3.309 3.098 2.623
4 C 4.289 2.962 1.638
5 C 4.250 1.884 0.796
6 C 3.238 0.883 0.849
7 O 3.259 -0.093 0.003
8 C 2.250 1.028 1.905
9 C 1.431 -0.144 2.643
10 O 0.216 -0.453 2.440
11 C 2.353 2.127 2.772
12 H 5.085 3.692 1.564
13 H 5.026 1.732 0.056
14 H 1.783 -0.139 3.685
15 H 1.674 2.191 3.616
16 C 0.793 -1.483 -4.590
17 C 1.021 -1.384 -3.209
18 N 0.753 -0.304 -2.512
19 C 0.249 0.774 -3.143
20 C -0.010 0.775 -4.521
21 C 0.274 -0.399 -5.241
22 C -0.542 1.948 -5.154
23 C -0.770 3.068 -4.442
24 C -0.493 3.115 -3.035
25 C -0.669 4.289 -2.280
26 C -0.352 4.290 -0.952
27 C 0.110 3.096 -0.376
28 N 0.249 1.975 -1.047
29 C -0.011 1.978 -2.372
30 H 1.021 -2.404 -5.109
31 H 1.416 -2.232 -2.658
32 H 0.075 -0.427 -6.306
33 H -0.749 1.911 -6.217
34 H -1.165 3.958 -4.917
35 H -1.058 5.177 -2.765
36 H -0.470 5.170 -0.336
37 H 0.356 3.063 0.677
38 C -1.773 0.394 4.974
39 C -2.299 0.882 3.656
40 C -3.353 0.259 2.999
41 C -3.750 0.685 1.743
42 C -3.057 1.752 1.198
43 Br -3.573 2.406 -0.514
44 N -2.052 2.363 1.782
45 C -1.681 1.928 2.984
46 H -1.719 1.197 5.712
47 H -0.772 -0.018 4.836
48 H -2.406 -0.396 5.378
49 H -3.855 -0.584 3.461
50 H -4.538 0.196 1.188
51 H -0.831 2.438 3.427
52 S -4.041 -1.667 -1.491
53 C -2.562 -1.095 -1.024
54 N -1.518 -0.686 -0.697
55 C 10.005 -1.488 0.167
56 C 8.536 -1.574 0.492
57 C 8.045 -1.045 1.683
58 C 6.693 -1.149 2.018
59 C 6.132 -0.537 3.277
60 C 5.900 -1.808 1.109
61 Te 2.910 -2.055 1.947
62 N 1.558 -2.765 0.648
63 C 1.776 -4.069 0.425
64 O 2.750 -4.727 0.827
65 C 0.701 -4.757 -0.382
66 C -0.378 -4.063 -0.922
67 C -1.347 -4.732 -1.659
68 C -1.239 -6.102 -1.857
69 C -0.168 -6.801 -1.313
70 C 0.799 -6.130 -0.579
71 C 2.291 -3.278 3.560
72 C 0.967 -3.172 3.985
73 C 0.544 -3.830 5.130
74 C 1.451 -4.585 5.860
75 C 2.759 -4.708 5.421
76 C 3.204 -4.068 4.264
77 C 4.613 -4.308 3.784
78 C 6.298 -2.335 -0.094
79 C 5.322 -2.972 -1.045
80 C 7.659 -2.205 -0.386
81 H 10.475 -0.650 0.683
82 H 10.166 -1.360 -0.904
83 H 10.528 -2.398 0.470
84 H 8.723 -0.533 2.361
85 H 6.930 -0.129 3.897
86 H 5.587 -1.280 3.863
87 H 5.438 0.272 3.036
88 H -0.495 -3.004 -0.741
89 H -2.192 -4.176 -2.045
90 H -1.998 -6.628 -2.424
91 H -0.089 -7.871 -1.459
92 H 1.644 -6.650 -0.148
93 H 0.267 -2.578 3.410
94 H -0.489 -3.752 5.446
95 H 1.137 -5.092 6.764
96 H 3.457 -5.326 5.976
97 H 4.871 -5.359 3.922
98 H 5.342 -3.714 4.341
99 H 4.720 -4.080 2.725
100 H 4.766 -2.196 -1.577
101 H 4.599 -3.586 -0.506
102 H 5.838 -3.597 -1.775
103 H 8.038 -2.608 -1.321

Atoms 1-3, force components in eV/Å:
-3.04 -0.27 -3.20
0.01 0.00 0.02
0.11 0.06 -0.14

=====

Computed, not measured: 2 unconnected molecules or ions with the total composition H4N2O, with the ωB97M-V functional and the def2-TZVPD basis.

The SMILES is [H]/N=N\[H].O. The frontier orbital gap comes out at 9.31 eV. For the relative energy (zero: lowest compared OMol25 entry of this formula, charge and spin), the calculation gives 2.92 kcal/mol.

Element x y z (Å)
1 H 1.378 1.121 -0.197
2 N 1.981 0.241 -0.023
3 N 1.410 -0.826 -0.046
4 H 0.387 -0.659 -0.223
5 O -1.531 -0.148 -0.151
6 H -1.423 0.790 0.196
7 H -2.203 -0.519 0.444

Atoms 1-3, force components in eV/Å:
0.24 -1.22 0.15
1.28 2.29 0.02
-1.93 -0.47 -0.28

=====

Computed, not measured: a molecular structure, CH4IP, with the ωB97M-V functional and the def2-TZVPD basis.

The frontier orbital gap comes out at 7.78 eV. For the relative energy (zero: lowest compared OMol25 entry of this formula, charge and spin), the calculation gives 56.87 kcal/mol.

Element x y z (Å)
1 C -0.158 -0.470 -0.341
2 P 0.567 1.156 0.109
3 I -2.896 -0.358 -0.310
4 H -0.090 -1.162 -1.197
5 H -0.156 -1.027 0.595
6 H 0.763 0.993 1.494
7 H 1.970 0.869 -0.350

Atoms 1-3, force components in eV/Å:
-1.78 -0.67 1.46
0.86 0.30 -1.79
2.38 0.06 -0.08

=====

The E_tot results, record by record, are as follows: -2275.4950; -6122.6018; -187.0747; -679.4603 hartree.